1.
Computed, not measured: a cluster of 2 separate species, C27H21NO6PS in total at a distorted geometry, with ωB97M-V/def2-TZVPD.

Strongest force on any atom = 5.02 eV/A
HOMO-LUMO gap = 6.51 eV
Electronic energy = -2286.96757 Eh

```
! wB97M-V def2-TZVPD RIJCOSX def2/J DEFGRID3
* xyz 1 1
O 1.69541 -1.64562 2.11770
C 0.92186 -0.98165 2.76195
C 0.82295 -1.22501 4.31914
S 1.35904 0.29277 5.24567
C 3.14047 0.12006 5.47656
C 3.80007 -1.16125 5.84788
C 5.24703 -1.11573 5.95002
N 6.10296 -0.07882 5.79732
C 5.53211 1.10733 5.46088
C 4.09456 1.21592 5.28507
P 0.28703 0.21856 7.10971
O 0.99375 -0.46449 8.19938
O -1.13987 -0.60596 6.84249
O -0.15986 1.78231 7.46929
C 0.05384 0.09636 2.09243
C 0.33383 0.48123 0.71462
C -0.54386 1.51583 0.14239
C -1.63100 2.14061 0.90354
C -1.88128 1.70614 2.28186
C -1.04363 0.68733 2.87673
H -0.24646 -1.48460 4.55897
H 1.51454 -2.05880 4.59915
H 3.21171 -2.09185 6.03412
H 5.72954 -2.09851 6.19548
H 6.19437 1.99687 5.31777
H 3.68238 2.21210 4.98122
H -1.78544 0.00399 6.42239
H -0.34931 2.20580 6.60519
H 1.14963 0.04461 0.09402
H -0.35169 1.81563 -0.91134
H -2.22204 2.93406 0.39165
H -2.71540 2.21702 2.82179
H -1.21191 0.32946 3.91657
C -3.48034 -3.07241 -3.79025
C -3.01684 -2.25853 -2.76024
C -2.30441 -1.10503 -3.05270
C -2.04159 -0.76583 -4.37720
C -2.48570 -1.59471 -5.40824
C -3.21522 -2.74230 -5.11111
C -2.17144 -1.27297 -6.82366
O -2.56106 -1.99223 -7.72144
C -1.36601 -0.06232 -7.11972
C -1.01395 0.22325 -8.43550
C -0.27231 1.35977 -8.72451
C 0.11318 2.22117 -7.70103
C -0.23045 1.93813 -6.38743
C -0.96244 0.79129 -6.09135
C -1.29389 0.47998 -4.68010
O -0.95367 1.23081 -3.78257
H -4.04476 -3.96869 -3.56080
H -3.21416 -2.52443 -1.72809
H -1.95012 -0.47180 -2.24770
H -3.57324 -3.38141 -5.90935
H -1.31403 -0.44196 -9.23640
H 0.00498 1.57731 -9.74931
H 0.68630 3.11226 -7.92915
H 0.07584 2.60897 -5.59375
*
```

Atom charges from the Löwdin analysis, given in e for atoms 1 to 5: atom 1 (O): 0.12, atom 2 (C): -0.39, atom 3 (C): -0.24, atom 4 (S): 1.05, atom 5 (C): -0.39

***

2.
Computed, not measured: the molecule C5H5OP at a distorted geometry, with ωB97M-V/def2-TZVPD.

Relative energy (zero: lowest compared OMol25 entry of this formula, charge and spin) = 3.051 eV
SMILES = Cp1cc2c(c1)O2
Strongest force on any atom = 4.23 eV/A
HOMO-LUMO gap = 9.00 eV
Electronic energy = -609.88082 Eh

```
! wB97M-V def2-TZVPD RIJCOSX def2/J DEFGRID3
* xyz 0 1
C -0.72128 -1.31326 0.36408
C -0.64471 1.26597 0.38213
C -1.78196 -0.72389 -0.10563
C -1.76561 0.72437 -0.15440
C 1.82472 0.04382 -0.23749
O -2.77074 0.04155 -0.69340
P 0.50884 -0.04923 0.99565
H -0.55949 -2.38352 0.43639
H -0.28226 2.37155 0.31077
H 1.45568 0.01876 -1.18918
H 2.28200 -0.96982 -0.21605
H 2.45482 0.97371 0.10715
*
```

Atom charges from the Löwdin analysis, given in e for atoms 1 to 5: atom 1 (C): -0.21, atom 2 (C): -0.23, atom 3 (C): -0.25, atom 4 (C): -0.28, atom 5 (C): -0.34

***

3.
Computed, not measured: a cluster of 9 separate species, C36H54O27 in total at a distorted geometry, with ωB97M-V/def2-TZVPD.

Relative energy (zero: lowest compared OMol25 entry of this formula, charge and spin) = 3.296 eV
SMILES = C[C@H]1COC(=O)O1.C[C@H]1COC(=O)O1.C[C@H]1COC(=O)O1.C[C@H]1COC(=O)O1.C[C@H]1COC(=O)O1.C[C@H]1COC(=O)O1.C[C@H]1COC(=O)O1.C[C@H]1COC(=O)O1.C[C@H]1COC(=O)O1
Strongest force on any atom = 3.21 eV/A
HOMO-LUMO gap = 10.11 eV
Electronic energy = -3435.69246 Eh

```
! wB97M-V def2-TZVPD RIJCOSX def2/J DEFGRID3
* xyz 0 1
C -8.06929 4.25874 -14.23231
C -8.99637 5.46825 -14.29833
C -9.70661 5.86223 -15.54879
O -10.89805 6.46495 -15.02846
C -11.15678 5.98075 -13.80148
O -12.15738 6.06319 -13.17341
O -10.09007 5.21253 -13.43165
H -7.99651 3.92577 -13.20286
H -7.14494 4.49836 -14.75512
H -8.53925 3.50530 -14.87319
H -8.42671 6.29310 -13.85383
H -9.95315 5.09045 -16.28045
H -9.12857 6.61084 -16.09513
C -14.02459 9.48689 -6.68158
C -12.78453 9.45511 -5.80837
C -12.20550 10.83175 -5.51079
O -11.90163 10.80610 -4.12778
C -12.82006 9.98615 -3.54312
O -13.04064 10.00896 -2.37840
O -13.36923 9.18574 -4.48060
H -13.77177 9.67409 -7.72709
H -14.62556 10.36984 -6.46186
H -14.58741 8.57726 -6.49198
H -12.07900 8.64262 -5.97081
H -12.93017 11.63795 -5.65682
H -11.39082 11.05326 -6.20246
C -9.75664 7.93896 -11.38689
C -11.09816 8.55573 -10.98266
C -11.62570 8.24744 -9.58475
O -11.62251 9.49931 -8.86998
C -11.31409 10.51822 -9.77743
O -11.55535 11.65060 -9.55408
O -11.02819 9.96745 -10.97574
H -9.42191 8.56652 -12.21408
H -9.74868 6.87702 -11.60862
H -9.06336 8.17644 -10.57321
H -11.87249 8.35646 -11.72921
H -10.74361 7.84010 -9.07051
H -12.51238 7.63028 -9.50304
C -5.08742 8.81657 -17.75286
C -5.89564 7.88149 -16.82255
C -5.17907 6.80580 -16.00205
O -5.89743 6.83392 -14.78668
C -6.57147 8.01552 -14.68884
O -7.23809 8.37121 -13.77822
O -6.48089 8.72748 -15.81942
H -4.53868 9.48220 -17.09058
H -5.70908 9.40233 -18.42834
H -4.47949 8.22310 -18.43760
H -6.63960 7.39469 -17.45817
H -4.12683 7.08755 -15.88298
H -5.08811 5.89634 -16.59497
C -10.90237 3.70160 -8.02070
C -10.95937 3.35720 -9.52843
C -10.27319 4.34968 -10.44754
O -9.50860 3.58644 -11.35093
C -9.23428 2.40962 -10.69338
O -8.48152 1.58506 -11.11698
O -10.06763 2.22162 -9.68549
H -11.40665 4.65024 -7.83018
H -9.90559 3.64288 -7.58742
H -11.48363 2.96970 -7.45242
H -12.02706 3.20671 -9.68277
H -9.67573 5.09527 -9.91376
H -11.09981 4.93500 -10.86342
C -7.00204 6.00192 -10.32624
C -5.62167 6.19172 -10.89156
C -5.51516 7.14912 -12.08595
O -4.41830 7.95599 -11.76571
C -4.01325 7.76506 -10.49092
O -3.17528 8.39281 -9.90880
O -4.71101 6.78453 -9.95848
H -7.18896 5.12088 -9.70831
H -7.62539 5.74669 -11.19048
H -7.31560 6.87651 -9.75966
H -5.11857 5.28064 -11.23010
H -6.41912 7.75985 -12.21650
H -5.45952 6.62461 -13.04199
C -10.70991 14.24601 -5.22678
C -10.12041 14.72123 -6.54075
C -10.83772 14.34302 -7.86282
O -11.44408 15.54490 -8.28227
C -11.04181 16.54627 -7.52210
O -11.32151 17.68345 -7.74869
O -10.11056 16.15689 -6.59315
H -10.09906 14.51838 -4.36529
H -10.82903 13.16597 -5.14160
H -11.66332 14.76018 -5.07978
H -9.09503 14.35822 -6.63142
H -11.54258 13.53745 -7.66166
H -10.07307 13.98534 -8.55007
C -9.78037 13.92150 -11.86762
C -8.85121 15.15438 -11.97893
C -9.62753 16.44492 -12.10725
O -9.34493 17.09020 -10.85313
C -8.41665 16.38215 -10.12872
O -8.01428 16.76307 -9.08029
O -8.16766 15.21528 -10.73072
H -10.34094 14.02636 -10.93652
H -9.28115 12.95870 -11.90869
H -10.55621 14.02435 -12.63074
H -8.09085 15.00189 -12.74552
H -10.64905 16.30998 -12.44922
H -9.07721 17.08323 -12.80489
C -16.06532 3.30782 -6.05439
C -14.88930 3.14075 -7.01712
C -15.15628 2.64467 -8.43381
O -14.63479 3.68590 -9.27497
C -14.08511 4.67606 -8.54744
O -13.54809 5.62422 -9.01853
O -14.31659 4.44104 -7.22862
H -16.95058 3.59516 -6.61466
H -15.78845 3.92142 -5.20230
H -16.19115 2.31543 -5.60878
H -14.06117 2.56567 -6.59368
H -16.22993 2.53457 -8.57856
H -14.59744 1.73888 -8.64871
*
```

Atom charges from the Löwdin analysis, given in e for atoms 1 to 5: atom 1 (C): 0.02, atom 2 (C): -0.34, atom 3 (C): -0.07, atom 4 (O): 0.09, atom 5 (C): -0.56

***

4.
Computed, not measured: a structure of composition C11H10BrN at a distorted geometry, with ωB97M-V/def2-TZVPD.

Relative energy (zero: lowest compared OMol25 entry of this formula, charge and spin) = 2.368 eV
Strongest force on any atom = 1.10 eV/A
HOMO-LUMO gap = 6.49 eV
Electronic energy = -3053.75214 Eh

```
! wB97M-V def2-TZVPD RIJCOSX def2/J DEFGRID3
* xyz 0 1
C -4.27601 -0.87370 -0.03573
C -3.88268 0.46141 -0.11289
C -3.18440 -1.72666 0.08150
C -2.55585 0.78032 -0.06911
C -1.99968 -1.10062 0.10746
C -1.24230 0.00231 0.03365
C 1.16459 0.31727 0.06578
C 2.14747 1.46816 0.15615
C 3.49535 0.84062 -0.22761
C 3.34110 -0.65529 0.08165
C 1.85753 -0.83445 0.02763
N -0.14918 0.63297 0.04051
Br 1.09277 -2.57542 -0.03393
H -5.29367 -1.21696 -0.07038
H -4.60764 1.25472 -0.20786
H -3.24839 -2.79797 0.14570
H -2.25843 1.81729 -0.12296
H 1.86092 2.28917 -0.49903
H 2.16053 1.84545 1.18221
H 3.66794 0.97440 -1.29681
H 4.32878 1.28966 0.31029
H 3.86307 -1.29085 -0.63703
H 3.71820 -0.90183 1.08082
*
```

Atom charges from the Löwdin analysis, given in e for atoms 1 to 5: atom 1 (C): -0.09, atom 2 (C): -0.11, atom 3 (C): -0.07, atom 4 (C): 0.01, atom 5 (C): 0.13